## a
This record from the Open Molecules 2025 dataset describes one molecule with the formula C3H3NOS. The level of theory is ωB97M-V with the def2-TZVPD basis set.

```
9
Properties=species:S:1:pos:R:3
C -0.59510 0.96963 -0.25170
C -1.05821 -0.28368 -0.24932
C 1.60656 0.39387 0.04632
N 0.71853 1.19661 -0.12266
O 2.61506 -0.08333 0.31440
S 0.18540 -1.59138 -0.12766
H -1.33622 1.71618 -0.39844
H -2.14341 -0.41784 -0.36256
H 0.00739 -1.90006 1.15163
```

Output
Kohn-Sham gap, eV: 9.77
SMILES: O=C=N/C=C\S
Total charge: 0

Let us look at the natural (NBO) charges, expressed in e, one per atom: atom 1 (C): 0.01, atom 2 (C): -0.41, atom 3 (C): 0.87, atom 4 (N): -0.58, atom 5 (O): -0.49, atom 6 (S): 0.02, atom 7 (H): 0.22, atom 8 (H): 0.23, atom 9 (H): 0.14

## b
This record from the Open Molecules 2025 dataset describes one molecule with the formula C3H3NOS. The level of theory is ωB97M-V with the def2-TZVPD basis set.

```
9
Properties=species:S:1:pos:R:3
C 0.12640 1.05760 0.42948
C -0.69652 -0.12651 0.03921
C 0.36339 -0.99440 -0.56679
H -1.48677 0.13188 -0.71615
H -1.25417 -0.59779 0.85507
H 0.28764 -2.03478 -0.89158
N 1.55491 -0.56407 -0.45123
O 1.41967 0.71218 0.14217
S -0.31456 2.41588 1.15983
```

Output
Kohn-Sham gap, eV: 9.02
SMILES: S=C1CC=NO1
Total charge: 0

Let us look at the natural (NBO) charges, expressed in e, one per atom: atom 1 (C): 0.18, atom 2 (C): -0.58, atom 3 (C): 0.04, atom 4 (H): 0.27, atom 5 (H): 0.28, atom 6 (H): 0.22, atom 7 (N): -0.06, atom 8 (O): -0.35, atom 9 (S): 0.01

Most favorable structure: a. The second most favorable one is 18.7 kcal/mol above it.

## a
This record from the Open Molecules 2025 dataset describes one molecule with the formula C4H8N2O. The level of theory is ωB97M-V with the def2-TZVPD basis set.

```
15
Properties=species:S:1:pos:R:3
C 0.55626 -1.04544 1.47093
N -0.62103 -0.70558 0.67081
C -0.38998 0.32510 -0.29751
C 0.08059 -0.15272 -1.67510
O 0.22575 -1.54779 -1.68043
C -0.58972 1.59193 -0.01040
N -0.93191 2.75517 0.22082
H 0.93475 -0.19248 2.05361
H 0.30829 -1.86011 2.15854
H 1.34697 -1.39150 0.79837
H -1.40857 -0.47010 1.26363
H -0.16924 3.33887 0.56899
H 1.05162 0.28314 -1.93091
H -0.63612 0.17737 -2.44204
H -0.39542 -1.86986 -1.00555
```

Output
Kohn-Sham gap, eV: 9.30
SMILES: CNC(=C=N)CO
Total charge: 0

Let us look at the natural (NBO) charges, expressed in e, one per atom: atom 1 (C): -0.41, atom 2 (N): -0.63, atom 3 (C): -0.09, atom 4 (C): -0.07, atom 5 (O): -0.72, atom 6 (C): 0.37, atom 7 (N): -0.62, atom 8 (H): 0.17, atom 9 (H): 0.20, atom 10 (H): 0.21, atom 11 (H): 0.38, atom 12 (H): 0.37, atom 13 (H): 0.18, atom 14 (H): 0.17, atom 15 (H): 0.48

## b
This record from the Open Molecules 2025 dataset describes one molecule with the formula C4H8N2O. The level of theory is ωB97M-V with the def2-TZVPD basis set.

```
15
Properties=species:S:1:pos:R:3
O 2.41891 -0.57762 -0.75943
C 1.27442 -0.24213 -0.51713
N 0.11420 -1.07473 -0.67402
C 0.14404 -2.03495 -1.49298
C -1.06466 0.51379 1.46258
C -0.47692 1.31764 0.30363
N 0.90618 0.96016 -0.00381
H -0.86147 -0.54546 1.30121
H 0.99442 -2.26888 -2.13711
H -0.74672 -2.66422 -1.54588
H -0.63636 0.81635 2.42211
H -2.15155 0.63941 1.50001
H -0.49195 2.38915 0.52601
H -1.08032 1.17431 -0.59823
H 1.65778 1.59719 0.21304
```

Output
Kohn-Sham gap, eV: 10.17
SMILES: C=NC(=O)NCC
Total charge: 0

Let us look at the natural (NBO) charges, expressed in e, one per atom: atom 1 (O): -0.62, atom 2 (C): 0.75, atom 3 (N): -0.52, atom 4 (C): 0.04, atom 5 (C): -0.62, atom 6 (C): -0.21, atom 7 (N): -0.61, atom 8 (H): 0.24, atom 9 (H): 0.17, atom 10 (H): 0.17, atom 11 (H): 0.20, atom 12 (H): 0.21, atom 13 (H): 0.20, atom 14 (H): 0.20, atom 15 (H): 0.41

Most favorable structure: b. The second most favorable one is 40.2 kcal/mol above it.

## a
This record from the Open Molecules 2025 dataset describes a 2-piece molecular cluster, C4H8N2O overall. The level of theory is ωB97M-V with the def2-TZVPD basis set.

```
15
Properties=species:S:1:pos:R:3
C -2.38948 -0.28627 0.87173
C -0.96877 -0.75131 0.77664
C -0.54646 -1.94896 1.27861
N 0.71179 -2.15449 0.72250
C 0.98191 -1.05273 -0.03027
N -0.03575 -0.23248 -0.08143
H -2.80371 -0.13441 -0.12835
H -2.49000 0.63054 1.45068
H -3.05400 -1.05160 1.26930
H -0.99225 -2.64007 1.97180
H 1.38137 -2.76419 1.16776
H 1.79804 -1.17994 -0.72917
H 3.09003 4.21484 -3.47726
H 2.60311 4.42173 -2.12170
O 2.71418 4.92934 -2.94083
```

Output
Kohn-Sham gap, eV: 9.57
SMILES: Cc1c[nH]cn1.O
Total charge: 0

Let us look at the natural (NBO) charges, expressed in e, one per atom: atom 1 (C): -0.63, atom 2 (C): 0.09, atom 3 (C): -0.12, atom 4 (N): -0.53, atom 5 (C): 0.16, atom 6 (N): -0.45, atom 7 (H): 0.22, atom 8 (H): 0.22, atom 9 (H): 0.21, atom 10 (H): 0.21, atom 11 (H): 0.41, atom 12 (H): 0.19, atom 13 (H): 0.46, atom 14 (H): 0.46, atom 15 (O): -0.93

## b
This record from the Open Molecules 2025 dataset describes C4H8N2O as an isolated structure. The level of theory is ωB97M-V with the def2-TZVPD basis set.

```
15
Properties=species:S:1:pos:R:3
C -1.94407 -0.67310 -1.38151
C 0.18583 -0.80979 -0.52765
C 1.34809 -0.46496 0.16933
C 1.55021 0.42591 1.25625
H -1.46230 -1.36649 -2.19250
H -2.70218 0.19337 -1.83264
H -2.50797 -1.57206 -0.53767
H 0.35047 -1.76325 -1.04941
H 2.26050 -1.11097 0.03436
H 2.37880 0.16789 1.99736
H 1.09662 2.06472 2.34592
H -0.40189 1.43600 0.05285
N -0.87157 -0.02679 -0.68776
N 0.69593 1.38551 1.62496
O 0.02353 2.11402 0.72811
```

Output
Kohn-Sham gap, eV: 8.00
Total charge: 0

Let us look at the natural (NBO) charges, expressed in e, one per atom: atom 1 (C): -0.42, atom 2 (C): 0.11, atom 3 (C): -0.45, atom 4 (C): 0.09, atom 5 (H): 0.18, atom 6 (H): 0.22, atom 7 (H): 0.18, atom 8 (H): 0.17, atom 9 (H): 0.22, atom 10 (H): 0.21, atom 11 (H): 0.38, atom 12 (H): 0.51, atom 13 (N): -0.56, atom 14 (N): -0.26, atom 15 (O): -0.58

Most favorable structure: a. The second most favorable one is 96.6 kcal/mol above it.